Entry 1:
# C42H70GeIKN5O5P3

A molecular structure, C42H70GeIKN5O5P3 in a non-equilibrium geometry (ωB97M-V with the def2-TZVPD basis set, OMol25).

Structure (XYZ):
```
128
Properties=species:S:1:pos:R:3:lowdin_spin:R:1
H 2.62 -1.83 4.26 0.00
C -4.06 -1.75 -2.74 0.00
C 1.16 1.42 -3.61 0.01
O -2.71 -3.85 3.07 0.00
H 4.31 -3.86 1.80 0.00
H 4.88 3.49 -1.74 0.00
C -3.07 -1.45 -5.08 0.00
C 0.05 -2.66 -5.15 0.00
H 1.73 -0.45 6.17 0.00
C 3.68 1.84 -0.96 0.04
H -3.30 2.47 -2.31 0.00
H -0.87 -3.09 -5.58 0.00
H 3.70 -0.21 5.11 0.00
H 0.89 -2.00 6.27 0.00
H 1.98 -3.26 -2.92 0.00
N 0.22 0.85 -2.83 0.11
O 0.76 -5.04 -0.55 0.00
H -3.52 -0.44 3.04 0.00
H 0.03 -0.62 5.58 0.00
C 2.28 2.49 3.30 0.00
H 1.34 -2.00 -1.92 0.01
H -0.34 -2.73 3.81 0.00
C 0.03 -2.63 -3.59 0.00
K -1.57 -1.91 1.21 0.02
H 0.58 6.86 -0.15 0.00
H 2.05 -1.68 1.19 0.00
H -4.40 1.32 -1.55 0.00
C -0.89 0.18 -3.42 0.00
H -1.09 3.34 1.37 0.00
H -0.46 1.77 1.89 0.00
C 1.02 -1.11 5.64 0.00
C -2.86 -2.07 -3.69 0.01
H 4.60 1.57 -3.50 0.00
H -3.05 -5.50 5.01 0.00
C 3.57 1.58 -3.86 0.00
H 4.09 1.53 5.23 0.00
H 2.80 3.21 3.97 0.00
C 3.60 0.74 -0.03 0.00
H -3.73 -1.70 -1.70 0.00
C 3.42 1.37 -5.24 0.00
H -0.74 0.07 -4.51 0.00
H 3.38 -0.81 1.96 0.00
P 1.26 -0.16 3.06 0.01
H -2.75 -3.18 -3.77 0.00
I -3.52 -7.88 3.79 0.00
C 1.82 3.40 -1.35 0.00
C 0.94 5.88 -0.48 0.00
H 2.86 4.46 -2.91 0.00
H -2.83 3.16 3.64 0.00
H -3.72 -3.62 -0.28 0.00
H -3.26 0.74 4.29 0.00
H -5.24 -2.16 1.45 0.00
C 2.35 -0.67 1.50 0.01
H -3.91 3.77 2.30 0.00
N 0.10 2.34 -0.04 0.07
H -3.85 -1.98 -5.65 0.00
H -4.54 2.95 0.45 0.00
C 0.28 -4.08 -0.15 0.00
H -1.92 0.35 3.19 0.00
C 0.87 3.46 -0.30 0.01
C 0.76 -2.81 3.75 0.00
C -3.64 2.91 -0.20 0.00
H -3.44 -0.41 -4.98 0.00
P -1.26 -1.59 -2.74 0.05
C -3.54 1.58 2.27 0.00
H 3.33 -4.70 0.90 0.00
H -3.12 4.91 0.67 0.00
C -3.07 4.34 -0.28 0.00
O 3.39 -3.96 1.55 0.00
H 0.22 4.85 1.27 0.00
C 2.29 1.12 4.02 0.00
H 6.82 0.80 1.02 0.00
H 1.23 2.83 3.15 0.00
Ge 0.72 0.65 -0.84 0.31
H 4.94 -0.83 0.71 0.00
H -1.48 -6.20 4.56 0.00
H -3.15 -4.63 -1.28 0.00
H -2.14 -1.42 -5.68 0.00
C 2.44 1.73 -3.05 0.00
C 1.65 5.77 -1.67 0.00
H 4.45 0.63 3.74 0.00
C -3.00 0.50 3.23 0.00
H 1.10 -3.10 2.75 0.00
N -2.07 -5.69 1.81 0.00
H 1.95 -1.60 -3.55 0.00
H -4.58 2.83 3.69 0.00
H -4.56 1.26 1.99 0.00
H 4.27 1.27 -5.90 0.00
N 2.39 0.34 0.44 0.20
C 0.66 4.75 0.28 0.00
H 0.28 -1.69 -5.59 0.00
H 6.74 2.98 -0.13 0.00
H -4.81 -2.53 -2.88 0.00
C 2.19 4.55 -2.06 0.00
C 4.83 2.61 -1.08 -0.01
C 1.02 1.59 -5.02 0.00
C 1.54 -1.58 4.23 0.00
N 2.45 2.12 -1.66 0.00
C -3.71 2.94 3.00 0.00
H -2.03 4.36 -0.64 0.00
H 0.07 1.83 -5.49 0.00
H -1.82 0.77 -3.34 0.00
C 5.95 1.07 0.41 -0.01
C 4.85 0.22 0.39 0.04
H -2.16 -5.15 0.91 0.00
C -2.49 -5.97 4.20 0.00
H -0.30 -3.62 -3.22 0.00
C -2.44 -5.07 2.99 0.00
C 5.90 2.28 -0.27 0.04
H -4.05 -2.98 2.10 0.00
C 3.70 0.73 4.55 0.00
C 2.15 1.45 -5.82 0.00
C 1.39 -2.34 -2.96 0.00
H -3.67 4.91 -0.98 0.00
H 2.80 2.51 2.34 0.00
H 1.64 1.18 4.96 0.00
H -2.15 -6.70 1.75 0.00
C -0.87 2.34 1.04 0.01
C -4.10 2.39 -1.58 0.00
H 2.02 1.39 -6.90 0.00
H -4.99 2.96 -1.91 0.00
H -4.45 -0.75 -3.01 0.00
O -4.28 -2.34 1.35 0.00
P -2.65 1.56 0.63 0.01
H 0.89 -3.30 -5.46 0.00
H 1.02 -3.67 4.41 0.00
H 1.83 6.66 -2.29 0.00
O -2.88 -4.03 -0.56 0.00
```

Values from the calculation:
Frontier orbital gap (spin up / spin down) (eV): 6.233 / 4.867
LUMO energy (spin up / spin down) (eV): -2.513 / -3.772
Calculated total energy (eV): -171180.249
Expectation value of S²: 0.766
Total charge: +1
Spin multiplicity: 2
Highest occupied orbital energy (spin up / spin down) (eV): -8.7 / -8.6



Entry 2:
# C42H70N8O5S5

13 unconnected molecules or ions with the total composition C42H70N8O5S5 in a non-equilibrium geometry (ωB97M-V with the def2-TZVPD basis set, OMol25).

Structure (XYZ):
```
130
Properties=species:S:1:pos:R:3:mulliken_charge:R:1
C 3.95 -3.82 1.06 -1.23
N 2.59 2.62 2.65 0.15
S -0.14 -7.50 0.99 0.56
C 4.64 -0.43 -3.60 -1.07
H -2.04 0.35 1.29 0.16
C 0.22 1.36 -0.92 -0.84
C 0.89 5.75 -2.32 -0.63
C 0.53 -0.47 4.29 -0.59
H -3.92 0.91 -3.22 0.54
C 2.62 -1.15 -3.03 -0.56
C 3.63 -2.20 3.22 -1.16
H 3.03 4.48 3.35 0.53
H -5.83 0.11 -1.82 0.41
H 0.77 2.07 -1.51 0.52
C 4.02 2.45 0.88 -0.63
S 2.33 4.03 -7.40 0.44
H -0.10 -1.20 0.89 -0.11
C 0.50 -6.39 2.38 -0.62
H 5.48 0.09 -4.03 0.44
H -5.81 5.23 -1.40 0.42
C 0.56 -4.45 -3.90 -0.99
C -3.58 4.25 0.78 -0.57
H 1.92 2.43 3.37 0.19
C -2.10 2.85 5.66 -0.84
O 3.47 3.39 -6.54 -0.60
H -2.05 -3.29 -1.48 -0.04
C 0.16 -0.35 5.62 -0.31
H -0.46 -3.98 -1.18 0.29
H 1.54 -6.62 2.57 0.35
H -4.87 -1.20 3.25 0.40
N 3.48 -1.63 -2.12 0.40
C 1.06 4.70 -6.27 -0.77
H 4.93 4.43 1.19 0.48
H -2.42 3.13 6.65 0.40
H 1.23 1.88 -7.13 0.19
H 2.85 0.05 -4.85 0.62
H -1.75 -3.56 1.75 0.57
H 1.83 -6.79 -0.53 0.28
H -5.97 -2.94 1.61 0.23
C 2.22 5.43 -2.29 -0.76
N 1.31 4.53 -0.40 0.31
H -0.54 4.30 5.01 0.48
N -3.02 5.39 0.38 0.07
C 3.27 -0.46 -3.99 -0.60
C 3.08 1.77 1.66 -0.38
H 0.06 0.61 6.11 0.47
C -2.23 1.72 3.83 -0.55
H -0.11 -6.55 3.27 0.39
H 1.42 -0.54 -0.91 0.57
H 0.68 -2.24 3.07 -0.19
H 1.58 -8.47 -0.59 0.37
H 3.28 -2.28 -1.38 0.06
C -2.75 -3.16 1.83 0.16
S 3.21 -2.22 1.43 0.65
H 3.42 -1.18 3.55 0.25
H 4.46 2.04 -0.02 0.58
C 1.49 -7.63 0.09 -0.95
H 0.12 -3.56 5.21 0.48
H -4.12 -4.46 0.64 0.43
H 1.30 5.48 -5.54 0.23
H -0.05 -1.71 7.22 0.45
H 0.11 -5.40 -3.61 0.34
H 5.48 -1.53 -1.82 0.45
O -1.77 -3.21 -4.47 -0.61
H -2.65 0.89 3.28 0.04
H -0.62 2.78 2.72 0.87
C 0.21 -2.48 5.15 -1.01
H 5.03 -3.79 0.89 0.48
C -4.34 -1.94 2.67 -1.10
H 0.80 -4.53 -4.96 0.37
C -3.89 5.83 -0.61 -0.55
C 4.15 3.72 1.45 -0.82
H -5.34 3.10 0.21 0.49
C 1.34 2.54 -7.99 -0.85
H 0.70 0.30 3.55 0.52
O -0.36 -8.84 1.66 -0.66
H 2.99 -2.94 3.71 0.29
C -0.95 1.67 -0.26 -0.39
H 2.91 5.67 -3.09 0.43
N -0.32 -0.44 0.26 1.36
S -3.81 -1.19 -2.11 0.83
H 3.85 -4.72 1.67 0.38
H -2.17 -1.69 3.23 0.43
H -5.06 -0.30 -0.24 0.18
H 0.34 2.73 -8.37 0.37
H 3.63 -4.13 0.07 0.29
H -2.87 1.27 -1.98 0.25
S -0.61 -3.10 -3.53 0.56
H -1.67 -4.77 -2.21 0.53
H -1.47 2.60 -0.44 0.58
H 1.83 1.94 -8.75 0.34
H 0.21 6.31 -2.95 0.44
H -0.69 5.26 -0.85 0.39
H -3.06 3.64 1.50 0.67
H 0.62 3.85 -5.77 0.22
N -4.98 -2.79 1.73 0.13
C -4.98 5.06 -0.73 -0.70
C -1.23 2.70 3.62 0.44
H -2.19 5.87 0.69 0.33
C -3.09 0.46 -2.68 -1.05
C 0.63 0.10 -0.54 -1.01
H -2.34 0.15 -3.41 0.26
H 0.28 5.13 -6.90 0.41
C -5.36 -0.67 -1.23 -1.06
C 0.34 5.16 -1.15 -0.29
H 1.49 -4.23 -3.38 0.23
O -4.33 -1.89 -3.35 -0.69
H 2.72 0.76 1.54 0.70
H 3.45 4.49 -0.76 0.18
C 0.09 -1.61 6.16 -0.72
N -2.70 1.78 5.02 0.17
N 0.59 -1.83 3.99 1.05
H -3.40 1.17 5.40 0.22
C 2.46 4.68 -1.15 -0.27
C -1.22 -3.82 -1.94 -0.71
C -4.74 3.99 0.08 -0.54
C 4.68 -1.20 -2.48 -0.24
H 2.24 -7.85 0.85 0.32
H 1.58 -1.45 -2.96 0.48
C -1.16 3.46 4.74 -1.24
H 0.35 -5.34 2.12 -0.05
C -3.93 -3.60 1.25 -1.38
C 3.25 3.81 2.54 -0.75
H -5.95 -1.58 -1.15 0.33
H 4.66 -2.45 3.47 0.51
H -3.68 6.79 -1.06 0.40
C -3.01 -2.14 2.72 0.15
C -1.26 0.55 0.57 -0.76
O 1.71 -2.23 1.46 -0.69
H 1.16 4.13 0.51 0.19
```

Values from the calculation:
Frontier orbital gap (eV): 7.559
LUMO energy (eV): -0.154
Calculated total energy (eV): -121013.584
Relative energy (zero: lowest compared OMol25 entry of this formula, charge and spin) (kcal per mole): 0.0
Highest occupied orbital energy (eV): -7.7



Entry 3:
# C42H71Br2F9N4O8P2

5 unconnected molecules or ions with the total composition C42H71Br2F9N4O8P2 in a non-equilibrium geometry (ωB97M-V with the def2-TZVPD basis set, OMol25).

Structure (XYZ):
```
138
Properties=species:S:1:pos:R:3:mulliken_charge:R:1
H 3.43 -2.04 1.67 0.13
C -2.29 -1.93 -1.79 0.78
H -0.35 1.89 -0.21 0.56
H 5.42 -5.17 -0.53 0.33
H -4.69 1.75 -4.73 0.31
N -4.83 5.92 -3.71 -0.75
H -2.26 -4.63 1.57 0.70
C -3.65 2.30 1.74 -0.88
H 1.05 1.28 2.71 0.27
F -4.46 -1.23 -3.61 -0.14
F -1.09 -2.45 -1.50 -0.26
O 1.51 -5.06 6.16 -0.56
H -4.27 3.02 1.22 0.61
C -0.87 -1.15 3.23 0.66
H -3.05 2.87 2.45 0.57
H 3.78 -2.22 4.38 0.13
O -1.24 -2.00 -8.32 -0.45
C 0.69 -3.30 4.28 1.73
H 0.26 -1.23 -5.68 0.18
O -0.47 -0.29 5.41 -0.58
H -0.49 0.35 -5.92 0.29
C -4.58 1.30 2.48 -1.07
F -3.04 -4.13 -2.29 -0.25
H 5.23 -0.49 4.95 0.54
H 1.20 -4.32 6.69 0.44
H 1.17 -2.32 -7.77 0.31
H 2.22 8.07 5.16 0.36
H 4.77 -2.35 0.57 0.23
F -2.08 -0.76 -2.40 -0.21
C -5.89 4.66 -5.50 -1.39
C 4.08 -2.82 1.27 -0.61
H -0.69 -7.57 -0.04 0.31
C -1.33 -0.01 2.56 0.45
H 0.24 -5.49 -1.34 0.18
O 4.76 -3.42 2.36 -0.20
C 4.22 6.33 4.49 -0.66
N 7.54 -4.08 1.88 -0.75
H -1.28 -2.61 -6.33 0.21
H 2.84 4.04 4.26 -0.09
H -4.50 1.41 -3.00 -0.15
H -1.42 -5.81 -0.90 0.36
C -4.74 2.18 -3.73 -0.38
C 2.06 -1.59 5.57 -1.81
C 3.24 -1.31 4.64 0.07
Br 3.68 1.48 4.95 -0.16
H -6.45 5.50 -5.90 0.35
C 0.55 -0.40 -7.68 0.42
H 0.92 0.56 -8.06 0.39
H 6.27 -3.63 -0.38 0.29
O -0.01 -6.91 0.12 -0.51
N 2.26 4.86 4.08 -0.37
H -5.57 1.73 2.58 0.41
H -5.73 3.94 -6.31 0.34
C -0.37 -4.54 0.51 0.58
C -2.94 -2.90 -2.81 0.44
C 4.13 7.70 2.53 -0.65
C -1.71 -2.58 1.42 0.48
C -3.11 -1.64 -0.47 0.47
C 2.77 5.99 4.86 0.29
H 5.31 -5.17 3.15 0.33
F -2.08 -2.95 -3.84 -0.25
H 7.18 -5.09 -0.67 0.35
H -5.76 2.53 -3.53 0.23
C 0.38 -0.26 -6.17 -1.34
H 4.34 -5.33 1.69 0.38
H -1.55 0.03 -8.13 0.36
P 1.95 -4.60 4.65 0.50
C -3.54 4.03 -4.69 -0.74
H -0.58 -0.53 -9.50 0.36
H -5.08 5.26 -2.97 0.32
H 7.20 -3.13 1.91 0.32
H -3.96 6.34 -3.38 0.28
H 0.88 6.94 5.27 0.36
H 3.46 -3.55 0.73 0.31
H 2.88 -0.88 3.71 0.29
H 3.09 7.72 2.20 0.23
C -0.76 -0.68 -8.43 -0.70
C -2.26 -1.43 0.79 -1.32
P -2.64 1.43 0.48 0.75
C 6.46 -4.93 1.36 0.24
H 4.77 7.84 1.66 0.26
F -5.31 -2.96 -2.65 -0.25
C 5.16 -4.76 2.15 -0.61
H -2.17 4.36 -0.26 0.34
H 0.26 -3.74 0.13 0.48
H 4.55 7.24 5.02 0.44
F -3.97 -2.68 -0.25 -0.32
O -3.80 3.22 -3.56 -0.17
H -4.12 5.83 -5.65 0.43
C -2.04 -0.13 1.34 0.82
C -1.06 -2.42 2.66 0.84
F -3.92 -0.63 -0.80 -0.25
C -1.01 1.32 3.15 -1.04
H 6.77 -5.97 1.50 0.43
H -0.82 2.94 1.14 0.17
H -2.53 -1.42 -6.79 0.25
H 2.78 5.68 5.91 0.35
H -2.06 3.21 -1.61 0.26
C -0.56 -3.57 3.50 -1.01
O -1.16 -4.60 3.65 -0.52
C -1.76 -3.99 0.85 -1.95
H 7.73 -4.32 2.85 0.28
C -1.95 -2.28 -7.13 -0.57
H 2.36 -2.28 6.35 0.38
F -4.42 -3.13 -4.60 -0.27
H -4.67 0.39 1.89 0.21
C -0.42 -5.69 -0.50 -0.75
C 0.87 -2.08 4.79 -0.24
H -2.64 -3.10 -7.34 0.33
H 4.31 8.52 3.23 0.30
C -1.54 3.62 -0.75 -1.36
H 0.10 -4.98 1.39 -0.39
H 1.26 0.21 -5.74 0.42
H 1.78 -1.41 -8.95 0.28
Br 1.36 -6.42 3.52 -0.24
C 1.80 7.16 4.73 -1.46
H 1.76 -0.64 6.00 0.56
C 4.21 -0.35 5.29 -0.85
H 4.21 -0.50 6.37 0.40
H -4.19 1.05 3.46 0.23
H 4.86 5.51 4.83 0.33
C -4.33 -2.53 -3.41 0.54
O 4.47 6.45 3.11 -0.38
C 0.23 1.80 3.18 -1.09
H -0.63 4.13 -1.07 0.46
H 2.41 5.07 3.10 0.29
C 6.32 -4.69 -0.14 -1.40
H -6.51 4.19 -4.74 0.29
H 0.44 2.73 3.67 0.28
H -2.57 4.49 -4.50 0.33
C -1.16 2.49 0.21 -0.31
H -2.34 -4.05 -0.05 0.67
C -0.19 -1.08 4.56 -0.50
H -1.80 1.90 3.60 0.48
H 1.53 7.36 3.70 0.29
H -3.43 3.40 -5.59 0.36
C -4.56 5.15 -4.92 0.32
N 1.58 -1.40 -7.96 -0.73
```

Values from the calculation:
Frontier orbital gap (eV): 7.011
LUMO energy (eV): -1.235
Calculated total energy (eV): -250163.521
SMILES string: C=Cc1c2c(c(CCCO)c(C(F)(F)C(F)(F)C(F)(F)C(F)(F)F)c1P(CC)CC)C(=O)C(P(O)Br)=C(CCCBr)C2=O.COC[C@@H](C)N.COC[C@@H](C)N.COC[C@@H](C)N.COC[C@@H](C)N
Highest occupied orbital energy (eV): -8.2